C15H20O15 | ωB97M-V/def2-TZVPD

```
50
Properties=species:S:1:pos:R:3
O 1.8381 4.3116 0.0107
O 0.8125 -3.3113 -4.6108
O -1.4426 0.6080 5.4096
O -1.0174 -2.6212 -3.5243
O 1.2070 0.4557 -2.0771
O -2.6265 -1.8688 1.4621
O 3.8834 4.3909 0.8314
O -3.4880 -0.1687 4.9293
O -2.6587 -0.2491 7.0313
O 2.5849 2.5451 1.1980
O -0.7052 -2.8525 2.1678
O -1.6497 -3.4886 0.2371
O 0.2907 -4.2957 -2.7345
O 0.1882 -0.1854 -0.1576
O 2.0128 -1.2220 -0.7962
C -0.9340 -1.9365 -4.7574
C -1.7724 -2.6670 1.3192
C 0.0735 -3.4594 -3.5377
C -0.6942 0.7842 -0.7391
C 1.1823 -0.3245 -0.9849
C 0.5486 -1.9544 -5.0604
C -0.6245 -4.4985 0.4298
C -2.9290 0.3834 3.6541
C 3.7364 5.6354 0.2185
C 0.1944 -3.8195 1.4573
C -2.5443 0.0356 5.8661
C 2.3235 5.6493 -0.2480
C 2.7753 3.6515 0.6954
C -1.4842 0.5434 3.9969
C 0.1348 1.4384 -1.8464
H -0.9129 -0.2515 3.6578
H 4.4453 5.8426 -0.5929
H 0.5824 2.4050 -1.5593
H -1.4608 -2.3790 -5.5913
H -0.9669 1.5822 -0.0353
H -1.6003 0.4046 -1.1223
H 1.6616 6.4044 0.2435
H 1.0391 -1.2087 -4.4180
H 0.7056 -4.4394 2.2215
H 2.3422 5.6825 -1.3167
H -3.4298 1.3416 3.4337
H -1.0961 1.4601 3.5241
H 3.8367 6.3726 1.0211
H -1.1220 -5.4248 0.8031
H 0.8400 -1.7645 -6.0559
H -1.3489 -0.9342 -4.6987
H -0.4391 1.5394 -2.7310
H -3.0938 -0.3778 2.9374
H -0.0457 -4.6237 -0.4749
H 0.8479 -3.1411 0.9140
```

LUMO energy: 0.066 eV
SMILES string: O=C1OCCO1.O=C1OCCO1.O=C1OCCO1.O=C1OCCO1.O=C1OCCO1
spin multiplicity: 1
E_HOMO: -0.3719 hartree
frontier orbital gap: 10.19 eV
relative energy (zero: lowest compared OMol25 entry of this formula, charge and spin): 117.4 kJ/mol

---

C21H24N2O2 | ωB97M-V/def2-TZVPD

```
49
Properties=species:S:1:pos:R:3
O 0.9201 3.4606 2.4501
O -1.1844 2.6482 2.2865
N -0.9091 0.4194 -0.7250
N -4.0021 -0.4302 -0.4957
C 5.1260 -0.1104 0.8465
C 2.1001 -2.3356 -1.6260
C 4.8971 -0.7471 2.0256
C 1.7225 -2.0690 -0.3014
C -3.5507 -1.2201 0.7205
C 0.3896 2.0021 0.7017
C -3.0981 -0.5618 -1.6589
C 2.7503 0.4516 2.2191
C 1.4698 -1.7373 -2.6774
C 0.0993 -0.4541 -1.0505
C 0.6244 -0.7244 -2.3735
C 3.7635 -0.4066 2.7663
C 4.0697 0.6086 0.2450
C -5.5052 -0.5135 -0.7667
C -1.9129 2.0871 1.1456
C -2.0915 0.5750 -1.5918
C -0.7697 1.4021 0.3218
C 2.8943 1.0179 0.8875
C 0.0283 2.8006 1.8844
C 1.8433 1.9151 0.1695
C 0.7274 -1.1635 0.0314
H 2.3562 2.8916 0.0123
H 4.2454 0.9642 -0.7839
H -2.6870 1.3541 1.4147
H 1.8179 1.5598 -0.8017
H -1.7009 0.6346 -2.6044
H 3.4797 -0.7941 3.7408
H -6.1250 -0.7486 0.1573
H -5.7692 0.3491 -1.3417
H -2.6156 -0.7020 1.0260
H 0.5232 -1.1088 1.0727
H -4.2824 -1.1574 1.5504
H 5.5976 -1.4987 2.4536
H -2.6255 -1.5696 -1.8432
H -5.6285 -1.2966 -1.4688
H 1.8066 -1.8760 -3.6927
H 2.8443 -3.1029 -1.8601
H 0.2804 -0.1144 -3.2255
H 2.1216 -2.6724 0.5229
H 6.0611 -0.3432 0.4445
H -3.3036 -2.2974 0.4921
H 1.8046 0.7376 2.7718
H -2.6377 1.4435 -1.4477
H -2.3144 2.8589 0.4909
H -3.6508 -0.4261 -2.5150
```

LUMO energy: 0.594 eV
SMILES string: CN(C)CCN(C1=C(Cc2ccccc2)C(=O)OC1)c1ccccc1
spin multiplicity: 1
E_HOMO: -0.2886 hartree
frontier orbital gap: 8.45 eV
relative energy (zero: lowest compared OMol25 entry of this formula, charge and spin): 524.6 kJ/mol

---

C27H29As2InN2O3S4SbSe4 | ωB97M-V/def2-TZVPD

```
73
Properties=species:S:1:pos:R:3
Sb 4.4445 -3.5355 -1.3053
In 1.7658 -0.9141 -1.9695
Se 3.8095 -1.1423 -0.5575
Se 3.1951 -5.4098 -0.4670
Se 6.8430 -3.6196 -1.1591
Se 4.1024 -3.4934 -4.0118
As 2.7137 -1.1132 2.9833
As -0.2019 1.3020 0.1638
S 3.0235 -0.5348 -5.4576
S 2.0177 1.3860 -3.0526
S 1.5744 0.7627 -4.9427
S 2.3785 -2.2938 -4.4059
O 0.2058 -0.1552 -0.4787
O 0.9911 -2.8586 -1.3284
O -0.1752 -1.3069 -3.0146
N -0.2634 -3.0007 -1.4731
N -0.8124 -2.2165 -2.3111
C -2.9941 -3.1517 -1.6848
C -1.8085 4.3330 -3.0284
C 2.3201 3.0915 3.0113
C 1.2539 2.1688 1.0740
C -4.9653 -2.4451 -2.8780
C 1.1940 2.5527 2.4082
C -0.6097 3.9090 -0.9919
C -2.3279 2.0604 1.9580
C -4.3615 -3.2087 -1.8871
C -2.8158 -1.5560 -3.4886
C 3.5005 3.2194 2.2938
C -4.1875 -1.6237 -3.6790
C -1.6185 2.0850 -2.2071
C -3.8716 0.5296 2.9769
C -3.2274 -0.5376 2.3670
C -0.8776 2.5540 -1.1304
C -1.0772 4.8003 -1.9467
C 0.7737 -1.4014 2.8433
C -3.4270 1.8287 2.7690
C -2.1285 -0.3107 1.5525
C -1.6747 0.9865 1.3610
C 2.7735 -1.2171 4.9576
C 3.2105 -2.9729 2.6315
C 2.4217 2.3493 0.3396
C -2.0817 2.9768 -3.1578
C -2.2238 -2.3166 -2.4907
C 3.5524 2.8579 0.9552
H -1.9741 3.0701 1.7781
H 0.2709 2.4359 2.9644
H 0.2252 -0.5115 3.1613
H 2.8230 -3.6501 3.3951
H -1.7895 1.0189 -2.3146
H -4.9647 -3.8545 -1.2618
H 2.7927 -3.2697 1.6709
H -4.6480 -1.0320 -4.4593
H -6.0366 -2.4947 -3.0255
H 3.8079 -1.2603 5.3004
H 2.2744 3.4082 4.0457
H 4.4728 2.9566 0.3959
H -3.9413 2.6608 3.2328
H -4.7284 0.3511 3.6140
H 0.5163 -1.6036 1.8019
H 4.2932 -3.0832 2.5678
H 2.2481 -2.1012 5.3235
H 2.4385 2.0991 -0.7148
H -2.1544 5.0285 -3.7824
H -2.1926 -0.9265 -4.1070
H -1.6111 -1.1279 1.0624
H 0.4650 -2.2493 3.4576
H -3.5838 -1.5474 2.5228
H -0.0185 4.2591 -0.1530
H 2.3075 -0.3277 5.3867
H 4.3871 3.6036 2.7814
H -2.6418 2.6197 -4.0122
H -2.5156 -3.7451 -0.9205
H -0.8565 5.8558 -1.8523
```

LUMO energy: 1.912 eV
spin multiplicity: 1
E_HOMO: -0.1621 hartree
frontier orbital gap: 6.32 eV
relative energy (zero: lowest compared OMol25 entry of this formula, charge and spin): 114.7 kJ/mol
net charge: -1

---

C28H51Cl2N2NaO6Sb | ωB97M-V/def2-TZVPD

```
91
Properties=species:S:1:pos:R:3
Sb -1.3785 0.8546 -3.1404
Cl -2.1853 -1.2756 0.1610
Cl -0.1567 -3.4017 0.6249
Na 0.2991 -0.2385 0.6479
O 0.7497 -0.9465 -1.2069
O 0.3109 1.5046 1.6199
O 2.4532 -1.2513 -2.6543
O 0.2480 3.3110 2.9830
O 2.2936 -0.9265 0.9045
O -0.2367 -1.3328 3.0455
N 0.7090 3.1261 -0.5168
N 0.8554 3.5637 0.8154
C 6.1417 -2.0947 3.5165
C 2.7491 -0.4758 4.1625
C 3.8042 -3.0193 3.7099
C -3.8487 2.6700 -4.0906
C 0.4359 2.7433 1.8906
C -0.3192 2.1267 -4.5847
C 4.1201 -0.6666 4.0034
C 4.6616 -1.9245 3.7579
C -1.9821 -0.7886 -5.8030
C -2.9241 2.9579 -1.7824
C 0.4171 -1.3854 4.0582
C 2.9881 -1.1758 -0.3486
C -3.2761 1.9382 -2.8792
C -1.8246 -0.9524 -4.2942
C 1.9647 -1.1128 -1.5151
C 2.1685 0.8921 4.4317
C -0.9275 2.4353 -5.9545
C 2.4295 -2.8714 3.8476
C 1.0192 1.3987 -4.7944
C 1.9151 -1.5888 4.0415
C 3.6031 -2.5630 -0.3065
C -0.0552 3.4532 -3.8680
C -4.3550 1.0104 -2.3124
C -1.6742 -2.9532 -0.1920
C 4.0522 -0.1110 -0.5522
C -3.0837 -1.6217 -3.7441
C 1.5188 -4.0776 3.7577
C -0.6158 -1.8641 -4.0121
H -0.7578 -2.8214 -4.5432
H 6.3406 -2.2898 2.4590
H 4.0088 -2.8147 -1.2881
H -0.4826 -2.0624 -2.9441
H -3.8120 3.5632 -1.5419
H -2.1244 3.6444 -2.0777
H 1.6439 0.9144 5.3956
H -1.0297 1.5576 -6.5862
H 6.6941 -1.1965 3.7971
H -3.1056 -2.6680 -4.0877
H -0.9660 4.0541 -3.7761
H 6.5442 -2.9372 4.0839
H 1.7125 2.0616 -5.3372
H -2.6012 2.4665 -0.8580
H 4.2137 -4.0135 3.5412
H 1.5010 1.0992 -3.8568
H 2.0864 -4.9988 3.8938
H 3.6137 0.8879 -0.4758
H -1.5254 -3.0317 -1.2590
H 2.8437 -3.3018 -0.0359
H -3.9778 0.3412 -1.5329
H 4.4981 -0.2249 -1.5407
H -2.2808 -1.7581 -6.2349
H -0.0788 -1.2970 5.0421
H -4.8198 0.3962 -3.0833
H -0.1457 2.5832 -0.6051
H 4.8350 -0.2004 0.2122
H -1.0442 -0.5005 -6.2812
H -4.0077 2.0051 -4.9461
H -2.7468 -0.0541 -6.0733
H -0.2492 3.1296 -6.4767
H 0.3728 3.3380 -2.8673
H 0.5638 4.5169 0.9349
H 4.4049 -2.6018 0.4422
H 0.7325 -4.0483 4.5163
H 0.3404 -1.4338 -4.3280
H 2.9438 1.6586 4.4569
H -3.9959 -1.1418 -4.1040
H 2.9577 -0.8266 1.5972
H 4.7774 0.1966 4.0730
H 0.6596 4.0385 -4.4684
H -4.8241 3.1097 -3.8260
H -3.2065 3.4909 -4.4147
H 1.4350 1.1698 3.6739
H -3.1226 -1.6259 -2.6489
H -2.4587 -3.6065 0.1562
H 0.9020 0.4864 -5.3894
H 1.0174 -4.1273 2.7886
H -1.8981 2.9204 -5.8964
H -5.1491 1.6245 -1.8603
H 1.4509 2.4655 -0.7090
```

LUMO energy: 2.068 eV
spin multiplicity: 1
E_HOMO: -0.1836 hartree
frontier orbital gap: 7.06 eV
relative energy (zero: lowest compared OMol25 entry of this formula, charge and spin): 102.3 kJ/mol
net charge: -1

---

C4H9N2 | ωB97M-V/def2-TZVPD

```
15
Properties=species:S:1:pos:R:3
N 1.6027 0.1241 0.2814
N -2.7591 -0.5699 0.2849
C 1.9370 -1.2194 -0.0994
C -2.6450 0.6519 -0.4503
C 2.2088 1.1841 -0.0144
C -1.7253 0.1390 0.5873
H 0.9122 -1.6397 -0.4699
H -0.8495 0.2345 1.3124
H 2.2887 -1.7367 0.8774
H -3.2832 -1.3485 0.3290
H 2.8797 -1.3194 -0.7289
H 3.1319 1.3507 -0.7032
H 1.8166 2.0967 0.3772
H -3.0758 1.5211 -0.0882
H -2.4397 0.5315 -1.4953
```

LUMO energy: -5.677 eV
spin multiplicity: 1
E_HOMO: -0.4735 hartree
frontier orbital gap: 7.21 eV
relative energy (zero: lowest compared OMol25 entry of this formula, charge and spin): 549.5 kJ/mol
net charge: +1

---

C18H16F16O6S | ωB97M-V/def2-TZVPD

```
57
Properties=species:S:1:pos:R:3
S -0.2206 2.5026 4.6549
F -2.7646 2.6807 -2.4956
F 1.7955 -4.0528 -0.1999
F 4.5922 -4.9128 -2.1843
F 2.2088 0.3985 -4.0121
F -1.8095 2.6466 0.1314
F -1.5719 0.9188 -2.9429
F 3.3407 -4.8437 -4.3149
F -0.2621 2.9297 -1.3451
F 2.3472 -6.0513 -0.8386
F 1.8964 -5.9224 -5.4977
F 3.7529 -7.2669 -2.8083
F 2.5076 -0.5639 -1.4677
F 0.4702 -0.7101 -2.2044
F 4.4934 -4.5219 -0.0565
F 4.2010 -7.3971 -4.9311
F 0.7825 1.8882 -3.3444
O -0.8187 3.9314 5.2048
O 0.6286 3.2010 3.4141
O 0.5520 1.7582 5.6270
O -0.4841 0.9516 -0.3064
O 1.4712 -5.6460 -3.3596
O -1.1636 1.5449 4.1046
C -4.8475 3.7717 2.3479
C -1.3014 4.7108 4.0581
C 1.6071 -4.5269 -2.4826
C 2.4905 -5.8864 -4.2837
C -3.4630 3.5089 4.9354
C 1.8075 1.1175 -2.9331
C 2.4230 -4.7481 -1.1924
C 3.1991 -7.2209 -4.0370
C -2.1673 1.5985 -1.9419
C -3.5004 4.2894 2.5307
C -1.1538 2.0325 -0.8807
C 0.9256 0.8549 -0.5006
C -0.4013 4.1002 2.8894
C -2.7869 4.1708 3.8279
C 3.8758 -4.2736 -1.2393
C -4.8097 2.9637 4.7586
C -5.4640 3.1004 3.4753
C 1.4079 0.1759 -1.7976
H 2.6370 1.7651 -2.6347
H 2.4978 -8.0542 -4.1266
H -1.2082 5.8196 4.1559
H -6.4866 2.6565 3.3869
H -5.2830 2.4349 5.6123
H -2.9366 0.9579 -1.5037
H 0.1260 4.8283 2.2230
H 1.4263 1.8082 -0.3214
H 0.5843 -4.3207 -2.1617
H 1.9149 -3.6261 -3.0170
H 1.2585 0.2097 0.3149
H -3.0161 3.3767 5.9451
H -2.9740 4.7895 1.6895
H 3.9316 -3.1969 -1.4243
H -0.9384 3.4475 2.1498
H -5.3197 3.9014 1.3501
```

LUMO energy: 0.256 eV
spin multiplicity: 1
E_HOMO: -0.3482 hartree
frontier orbital gap: 9.73 eV

---

C8H10OS | ωB97M-V/def2-TZVPD

```
20
Properties=species:S:1:pos:R:3
S 1.4587 1.0710 0.2942
O 2.6531 0.2323 0.4501
C 0.9961 0.9563 2.0705
C -0.3286 1.6533 2.3863
C -0.7993 -2.0773 -0.9899
C -0.7359 -0.4430 -2.7498
C 0.0142 0.4171 -1.9336
C 0.3508 0.0437 -0.6264
C -1.2088 -1.6694 -2.2490
C -0.0845 -1.2096 -0.1843
H -1.8312 -2.3335 -2.8745
H -0.9226 -0.1480 -3.7709
H 1.0288 -0.1230 2.3543
H -1.1737 1.1008 1.9729
H -0.3561 2.5861 1.8542
H -0.4071 1.8009 3.4532
H -1.0593 -3.0632 -0.5811
H 0.4361 1.3607 -2.3382
H 1.7952 1.4280 2.6666
H 0.1741 -1.5831 0.7953
```

LUMO energy: 0.507 eV
spin multiplicity: 1
E_HOMO: -0.3231 hartree
frontier orbital gap: 9.30 eV
relative energy (zero: lowest compared OMol25 entry of this formula, charge and spin): 27.2 kJ/mol

---

C30H30BF8MoN6O11P2S2 | ωB97M-V/def2-TZVPD

```
91
Properties=species:S:1:pos:R:3
Mo 0.3471 0.1250 -0.2979
S 0.1624 -1.4023 -3.4963
S -2.1109 -2.0377 -4.7515
P 2.0628 -1.3060 2.4546
P 2.5433 1.7650 2.2885
F -2.6267 0.5714 -5.1988
F -4.1054 -0.7806 -5.9569
F 1.4643 -2.5521 -5.5990
F 0.3272 -3.9577 -4.4071
F -2.5759 -0.1209 -1.3798
F -4.0218 -0.3819 -3.8568
F 2.1650 -3.1247 -3.6687
F -1.3733 1.0271 -2.7582
O 2.4055 1.5867 0.8164
O 0.9961 -1.4691 3.5112
O 3.1582 -2.4980 2.6596
O 1.7126 -1.2909 1.0071
O 0.7247 -1.5346 -2.1718
O 0.5490 -0.2483 -4.2331
O 1.0435 1.9045 2.9401
O -0.6341 1.4837 0.8573
O 3.4261 2.7914 2.8794
O -3.0050 -3.1474 -4.6763
O -1.2089 -1.9767 -5.8616
N 2.2096 0.1774 -1.3553
N 2.4332 0.2882 4.4922
N -1.3434 -1.7879 -3.3894
N -0.9012 -1.1656 0.7085
N -0.2711 2.9704 -0.7806
N 0.5491 1.9860 -1.1536
C -2.4204 4.5513 0.0134
C 1.5834 3.5512 -2.7872
C -0.1539 -4.6407 -0.3213
C -0.7029 -2.5393 0.7463
C -2.4908 3.3475 2.1050
C -1.9413 3.5243 0.8341
C -2.7140 0.1902 3.6507
C -0.4835 -3.3009 -0.4103
C 3.0002 0.1437 3.1270
C -0.0950 -5.2816 0.9066
C 1.4660 2.2463 -2.0679
C -0.9132 2.6339 0.3025
C -1.6909 -0.0917 2.7647
C 3.1055 -0.8070 -1.3621
C -0.7611 -3.2332 1.9717
C 4.4953 -0.0086 3.1434
C 4.3288 0.1573 -3.1798
C 2.3856 1.1948 -2.2371
C -3.2332 -1.2705 1.3602
C -3.9886 5.1835 1.7154
C -3.4324 5.3773 0.4588
C 3.4220 1.1833 -3.1884
C 4.1803 -0.8505 -2.2215
C -4.2474 -0.9955 2.2565
C -3.2649 -0.5612 -4.9325
C 1.0537 -2.8392 -4.3708
C -3.9991 -0.2546 3.3994
C -0.4430 -4.5724 2.0469
C -3.5154 4.1707 2.5341
C -1.9363 -0.8019 1.5893
B -1.3394 0.3179 -1.6194
H 2.0349 1.2330 4.5654
H -0.4660 -5.0706 3.0071
H 4.9418 0.8795 3.5930
H 3.4751 1.9782 -3.9134
H 4.7954 -0.9117 3.6737
H -0.6759 0.1733 3.0093
H -5.2386 -1.3803 2.0731
H 0.0455 -5.1863 -1.2334
H -1.0176 -2.7042 2.8760
H 1.6215 -0.4797 4.4028
H 0.1934 -6.3216 0.9750
H 2.5878 3.9576 -2.6650
H -0.6259 -2.8490 -1.3780
H -4.8053 5.8086 2.0464
H 4.8826 -1.6644 -2.1619
H 4.8411 -0.0724 2.1142
H 0.3999 1.7709 2.2238
H 1.3817 3.4026 -3.8478
H 3.1023 0.1030 5.2350
H -2.1253 2.5547 2.7381
H 2.9501 -1.6032 -0.6453
H 5.1395 0.1277 -3.8922
H -1.9897 4.6521 -0.9711
H -2.5001 0.7381 4.5592
H -3.8097 6.1651 -0.1782
H -3.9586 4.0230 3.5092
H -3.4170 -1.8636 0.4774
H -4.7903 -0.0538 4.1058
H 2.8057 -3.2764 2.2293
H 0.8626 4.2518 -2.3805
```

LUMO energy (spin up / spin down): 1.398 / 0.930 eV
⟨S²⟩: 2.039
spin multiplicity: 3
E_HOMO (spin up / spin down): -0.1679 / -0.1828 hartree
frontier orbital gap (spin up / spin down): 5.97 / 5.91 eV
relative energy (zero: lowest compared OMol25 entry of this formula, charge and spin): 250.1 kJ/mol
net charge: -1